Record 1
C50H35BrN11NiO2 | the ωB97M-V functional and the def2-TZVPD basis

Computed properties:
spin multiplicity	1
charge	-1
HOMO (alpha / beta)	-0.0795 / -0.0823	hartree
lowest unoccupied orbital energy (alpha / beta)	1.1 / 1.1	eV
frontier orbital gap (alpha / beta)	3.272 / 3.348	eV

Each line ends with the Löwdin charge.
Cartesian coordinates (Å):
Ni -1.32 0.32 -0.90  0.369
C 3.76 -0.92 -2.21  -0.090
N 2.62 -0.22 -1.66  -0.126
C 1.33 -0.39 -1.93  -0.112
N 0.63 0.48 -1.23  0.016
C 1.56 1.16 -0.52  -0.190
N 2.80 0.79 -0.76  0.144
C 4.33 -0.24 -3.44  -0.170
C 5.36 -0.86 -4.15  -0.032
C 5.89 -0.26 -5.28  -0.063
C 5.40 0.96 -5.73  -0.024
C 4.37 1.57 -5.03  -0.133
C 3.84 0.97 -3.89  0.038
C 3.80 2.84 -5.52  -0.291
N 4.01 3.46 -6.62  0.124
N 3.14 4.57 -6.61  0.124
C 2.49 4.51 -5.51  -0.299
O 2.86 3.45 -4.76  0.124
C 1.41 5.36 -5.00  -0.130
C 0.78 6.27 -5.84  -0.015
C -0.31 6.99 -5.38  -0.058
C -0.78 6.80 -4.09  -0.026
C -0.14 5.91 -3.23  -0.189
C -0.62 5.71 -1.81  -0.065
N -1.25 4.41 -1.60  -0.109
C -0.73 3.19 -1.73  -0.121
N -1.62 2.28 -1.38  0.054
C -2.71 3.03 -1.03  -0.145
N -2.53 4.33 -1.15  0.123
C 0.97 5.21 -3.70  0.021
H 3.45 -1.93 -2.45  0.138
H 4.51 -0.97 -1.43  0.114
H 0.92 -1.14 -2.60  0.144
H 1.32 1.95 0.17  0.114
H 5.74 -1.82 -3.81  0.120
H 6.69 -0.75 -5.82  0.106
H 5.80 1.44 -6.61  0.116
H 3.04 1.47 -3.36  0.115
H 1.14 6.39 -6.86  0.118
H -0.82 7.69 -6.03  0.108
H -1.66 7.34 -3.74  0.117
H -1.37 6.45 -1.55  0.121
H 0.21 5.81 -1.11  0.132
H 0.26 2.98 -2.09  0.116
H -3.64 2.59 -0.70  0.117
H 1.51 4.54 -3.04  0.118
Br -0.89 -5.28 5.80  0.829
C -2.09 -3.83 5.58  -0.626
C -2.72 -3.63 4.36  -0.084
C -3.61 -2.57 4.22  0.008
C -3.89 -1.73 5.31  -0.292
C -3.26 -1.98 6.52  -0.057
C -2.35 -3.01 6.66  -0.142
N -4.95 -0.76 5.36  0.045
N -5.35 -0.08 4.40  0.046
C -4.66 0.09 3.17  -0.261
C -5.49 0.20 2.07  -0.043
C -5.02 0.22 0.77  -0.025
C -3.65 0.21 0.49  -0.363
O -3.21 0.12 -0.70  -0.136
C -2.76 0.34 1.65  -0.121
N -1.44 0.58 1.37  0.104
C -0.60 0.67 2.36  -0.123
C -0.99 0.62 3.71  -0.041
C -2.31 0.44 4.01  -0.009
C -3.25 0.24 2.97  -0.101
H -2.52 -4.29 3.52  0.022
H -4.11 -2.41 3.27  0.120
H -3.50 -1.34 7.36  0.106
H -1.86 -3.19 7.61  0.089
H -6.56 0.19 2.27  0.107
H -5.71 0.21 -0.07  0.107
H 0.45 0.81 2.11  0.097
H -0.25 0.74 4.49  0.103
H -2.64 0.45 5.04  0.107
C -1.03 -1.52 -0.62  -0.090
C -0.57 -2.34 0.18  -0.164
C 0.01 -3.24 1.09  -0.222
C -0.77 -4.26 1.73  -0.188
C -2.18 -4.31 1.58  -0.079
C -2.94 -5.31 2.16  -0.174
C -2.35 -6.33 2.92  -0.167
C -0.97 -6.30 3.09  -0.240
C -0.19 -5.30 2.52  -0.078
C 1.43 -2.99 1.42  -0.197
C 1.86 -2.81 2.75  -0.048
C 3.17 -2.48 3.06  -0.107
C 4.12 -2.31 2.04  -0.128
C 3.71 -2.48 0.72  -0.127
C 2.40 -2.82 0.42  -0.051
H -2.65 -3.52 1.00  0.106
H -4.02 -5.31 2.02  0.111
H -2.95 -7.11 3.36  0.091
H -0.49 -7.07 3.68  0.072
H 0.88 -5.32 2.66  0.100
H 1.13 -2.91 3.55  0.110
H 3.47 -2.35 4.10  0.092
H 5.14 -2.03 2.28  0.084
H 4.44 -2.36 -0.08  0.068
H 2.09 -2.98 -0.61  0.101

---

Record 2
C5H10BrN2O2 | the ωB97M-V functional and the def2-TZVPD basis

Computed properties:
spin multiplicity	1
charge	+1
HOMO	-0.5394	hartree
lowest unoccupied orbital energy	-5.9	eV
frontier orbital gap	8.780	eV

Each line ends with the Löwdin charge.
Cartesian coordinates (Å):
C -0.75 -0.35 -2.13  -0.005
C -0.98 -0.14 -0.70  -0.236
C -0.09 -0.84 0.28  -0.081
C 1.03 0.15 0.65  -0.651
C 1.57 0.16 2.06  -0.059
Br 2.67 0.01 -0.59  0.790
N 0.39 1.41 0.34  -0.211
O 0.96 2.48 0.52  0.125
N -0.62 1.25 -0.40  0.001
O -1.11 2.46 -0.81  0.203
H 0.24 -0.68 -2.40  0.085
H -0.83 0.60 -2.60  0.093
H -1.50 -0.94 -2.53  0.086
H -2.05 -0.36 -0.54  0.186
H -0.58 -1.09 1.23  0.145
H 0.36 -1.75 -0.03  0.129
H 1.35 -0.71 2.67  0.103
H 1.13 1.06 2.43  0.081
H 2.69 0.38 2.13  0.109
H -0.36 2.97 -0.48  0.106

---

Record 3
C44H35ErNP2S3SbSe | the ωB97M-V functional and the def2-TZVPD basis

Computed properties:
spin multiplicity	4
HOMO (alpha / beta)	-0.2760 / -0.2759	hartree
lowest unoccupied orbital energy (alpha / beta)	0.2 / 0.2	eV
frontier orbital gap (alpha / beta)	7.693 / 7.692	eV

Each line ends with the Löwdin charge.
Cartesian coordinates (Å):
Er 16.28 11.96 11.70  0.616
S 14.51 13.95 11.95  0.303
P 13.27 12.45 11.38  0.454
C 14.04 10.95 11.72  -0.651
P 14.46 10.11 13.09  0.412
S 16.47 10.22 13.66  0.228
C 13.86 8.34 13.02  -0.334
C 14.22 7.37 13.92  -0.100
C 13.71 6.08 13.84  -0.076
C 12.78 5.82 12.85  -0.085
C 12.26 6.84 12.07  -0.072
C 12.83 8.12 12.10  -0.087
C 13.54 10.62 14.60  -0.333
C 12.24 10.19 14.89  -0.047
C 11.46 10.68 15.98  -0.069
C 11.92 11.75 16.70  -0.086
C 13.20 12.29 16.35  -0.044
C 14.01 11.68 15.35  -0.113
C 11.73 12.81 12.24  -0.340
C 11.70 13.61 13.35  -0.112
C 10.48 13.93 13.98  -0.068
C 9.31 13.38 13.51  -0.085
C 9.34 12.56 12.38  -0.072
C 10.54 12.25 11.77  -0.069
C 13.02 12.51 9.56  -0.320
C 12.81 13.73 8.92  -0.070
C 12.64 13.71 7.50  -0.093
C 12.84 12.59 6.79  -0.088
C 13.09 11.36 7.42  -0.057
C 13.08 11.30 8.80  -0.077
H 14.97 7.61 14.73  0.124
H 14.04 5.28 14.46  0.095
H 12.50 4.78 12.79  0.096
H 11.55 6.68 11.29  0.091
H 12.48 8.82 11.37  0.080
H 11.86 9.41 14.28  0.085
H 10.57 10.18 16.14  0.076
H 11.39 12.10 17.55  0.093
H 13.56 13.13 16.89  0.087
H 14.95 12.10 15.17  0.056
H 12.57 14.00 13.74  0.033
H 10.49 14.61 14.84  0.113
H 8.36 13.46 14.01  0.104
H 8.51 12.09 11.95  0.087
H 10.55 11.62 10.90  0.099
H 12.81 14.67 9.49  0.103
H 12.32 14.60 7.00  0.096
H 12.74 12.61 5.74  0.096
H 13.11 10.41 6.96  0.097
H 13.27 10.37 9.27  0.078
S 18.36 13.60 12.89  -0.006
Sb 18.35 15.39 11.47  1.264
C 18.21 17.12 12.57  -0.377
C 18.73 18.33 12.04  -0.083
C 18.44 19.55 12.71  -0.071
C 17.66 19.57 13.83  -0.074
C 17.00 18.41 14.22  -0.076
C 17.29 17.24 13.60  -0.152
C 20.13 15.65 10.32  -0.322
C 21.32 15.10 10.73  -0.127
C 22.35 14.97 9.82  -0.065
C 22.37 15.73 8.64  -0.078
C 21.28 16.50 8.32  -0.077
C 20.13 16.40 9.12  -0.102
C 16.83 15.68 10.04  -0.389
C 15.95 16.73 10.25  -0.127
C 15.00 17.02 9.24  -0.085
C 15.04 16.37 8.05  -0.106
C 15.98 15.35 7.81  -0.049
C 16.85 14.98 8.84  -0.136
H 19.41 18.38 11.21  0.091
H 18.92 20.44 12.35  0.103
H 17.51 20.47 14.32  0.083
H 16.33 18.47 15.08  0.116
H 16.78 16.33 13.95  0.108
H 21.33 14.47 11.57  0.076
H 23.21 14.32 10.01  0.111
H 23.24 15.66 8.00  0.106
H 21.25 16.99 7.38  0.099
H 19.23 16.84 8.74  0.094
H 16.03 17.36 11.13  0.096
H 14.14 17.66 9.51  0.119
H 14.26 16.58 7.34  0.105
H 15.92 14.91 6.80  0.114
H 17.52 14.13 8.71  0.047
Se 17.77 11.72 6.95  0.580
C 17.49 11.80 8.69  -0.949
N 17.39 11.95 9.84  -0.116

---

What did we get for E? Answer: -6761.40330; -3030.09370; -7286.48859 a.u., in the order shown.